The following is a quantum chemistry calculation of an isolated molecule of C20H16O5, from OMol25.

```
41
Properties=species:S:1:pos:R:3
C -0.02 1.06 -1.53
C 0.50 0.00 -2.44
C 1.38 0.32 -3.42
C 1.95 -0.66 -4.31
O 2.72 -0.46 -5.21
O 1.55 -1.97 -4.07
C 0.70 -2.31 -3.11
C 0.12 -1.38 -2.28
C -0.85 -1.86 -1.27
O -0.83 -2.96 -0.77
O -1.80 -0.95 -0.99
C -2.80 -1.31 -0.05
H -2.60 -2.32 0.33
C -2.87 -0.31 1.11
O -3.94 0.09 1.50
C -1.58 0.13 1.67
C -1.49 1.42 2.15
C -0.28 1.93 2.65
C -0.16 3.25 3.13
C 1.03 3.71 3.61
C 2.15 2.87 3.64
C 2.07 1.59 3.19
C 0.86 1.08 2.69
C 0.73 -0.25 2.22
C -0.45 -0.72 1.72
H -0.52 -1.74 1.40
H 1.60 -0.90 2.27
H 2.94 0.94 3.21
H 3.09 3.26 4.03
H 1.11 4.72 3.98
H -1.04 3.89 3.10
H -2.37 2.05 2.12
H -3.77 -1.31 -0.57
C 0.45 -3.78 -3.08
H 0.90 -4.23 -3.96
H -0.61 -4.00 -3.04
H 0.90 -4.21 -2.18
H 1.71 1.33 -3.57
H 0.12 0.78 -0.49
H 0.51 2.00 -1.71
H -1.08 1.22 -1.69
```

The LUMO energy comes out at -0.27 eV. As for the total energy: -1147.9628 Ha. For the gap between HOMO and LUMO, the calculation gives 8.5 eV. Its HOMO energy is -0.3229 Ha. As for the SMILES: Cc1cc(=O)oc(C)c1C(=O)OCC(=O)c1ccc2ccccc2c1. As for the strongest force on any atom: 0.96 eV/A. The multiplicity is 1.